# 1
Below is a cluster of 3 separate species, C4H13N2O4 in total in a non-equilibrium geometry, with properties calculated with ωB97M-V with the def2-TZVPD basis set.

Computed properties:
**Maximum force**: 0.1009 hartree/bohr
**Kohn-Sham gap**: 0.2972 Ha
**Relative energy (zero: lowest compared OMol25 entry of this formula, charge and spin)**: 2.939 eV
**Charge**: -1
**HOMO energy**: -4.39 eV
**LUMO**: 3.7 eV

Last column: Mulliken charge in e.
Cartesian coordinates (Å):
N 0.473 1.855 -2.331  -0.915
C 0.068 1.299 -0.935  0.275
C -1.193 0.507 -1.036  -0.653
C -1.521 0.007 0.416  -0.548
O -1.132 -1.373 0.520  -0.538
C 1.235 0.499 -0.454  0.377
N 1.346 -0.182 0.648  -0.624
O 2.212 0.711 -1.250  -0.846
H 0.250 1.297 -3.137  0.238
H 1.456 1.771 -2.249  0.383
H -0.029 2.230 -0.197  0.136
H -1.185 -0.394 -1.697  0.280
H -1.939 1.284 -1.321  0.305
H -2.678 0.033 0.595  0.282
H -1.138 0.720 1.072  0.267
H 2.361 -0.407 0.666  0.186
H -0.214 -1.214 0.757  0.463
H -0.817 -3.601 -0.336  0.286
H 0.291 -3.166 0.623  0.313
O 0.072 -3.422 -0.297  -0.626
H 0.936 -0.015 2.802  0.387
H 0.471 1.233 3.424  0.303
O 0.673 0.328 3.715  -0.731

---

# 2
Below is a structure of composition C4H3CsLi2O2 in a non-equilibrium geometry, with properties calculated with ωB97M-V with the def2-TZVPD basis set.

Computed properties:
**Maximum force**: 0.1246 hartree/bohr
**Kohn-Sham gap (alpha / beta)**: 0.1027 / 0.0886 Ha
**Relative energy (zero: lowest compared OMol25 entry of this formula, charge and spin)**: 0.630 eV
**HOMO energy (alpha / beta)**: -3.94 / -3.56 eV
**LUMO (alpha / beta)**: -1.1 / -1.1 eV

Last column: Mulliken charge in e.
Cartesian coordinates (Å):
C -0.924 0.862 -0.617  -0.471
O -2.212 0.874 -0.580  -0.618
Li 2.448 1.748 0.785  0.511
Cs -4.625 -1.621 0.560  0.872
H 0.255 0.779 -1.461  0.060
C -0.260 -0.378 -0.766  0.096
C 0.624 -1.257 0.045  -1.046
C 1.720 -0.594 0.467  0.124
O 1.364 0.532 0.987  -0.666
Li -0.023 1.507 1.270  0.436
H -0.876 -1.104 -1.330  0.359
H 2.510 -1.349 0.640  0.342

---

# 3
Below is a structure of composition C41H43MnO2P2SSi in a non-equilibrium geometry, with properties calculated with ωB97M-V with the def2-TZVPD basis set.

Computed properties:
**Maximum force**: 0.0499 hartree/bohr
**Spin multiplicity**: 5
**Kohn-Sham gap (alpha / beta)**: 0.2753 / 0.2920 Ha
**Relative energy (zero: lowest compared OMol25 entry of this formula, charge and spin)**: 0.263 eV
**⟨S²⟩**: 6.175
**Charge**: +2
**HOMO energy (alpha / beta)**: -13.79 / -14.27 eV
**LUMO (alpha / beta)**: -6.3 / -6.3 eV

Last column: Mulliken charge in e.
Cartesian coordinates (Å):
Mn -0.448 -0.555 0.366  -0.039
O -0.995 -0.867 3.439  -0.872
S -0.237 0.047 2.572  1.987
C 1.478 0.116 3.093  -0.291
C 1.874 0.359 4.400  -0.427
C 3.225 0.495 4.670  -0.964
C 4.162 0.406 3.647  -0.731
C 3.764 0.102 2.355  -0.565
C 2.411 -0.081 2.076  -0.457
P 1.884 -0.737 0.454  1.491
C 2.617 -2.394 0.359  0.217
C 2.243 -3.124 -0.772  -0.083
C 2.752 -4.392 -0.988  -0.647
C 3.624 -4.948 -0.062  -0.962
C 3.965 -4.242 1.083  -0.654
C 3.464 -2.967 1.304  -1.123
C 2.787 0.349 -0.684  0.727
C 2.501 1.712 -0.563  -0.971
C 3.145 2.629 -1.374  -0.469
C 4.069 2.186 -2.314  -0.736
C 4.342 0.833 -2.442  -0.593
C 3.702 -0.094 -1.629  -0.585
C -0.798 1.737 2.866  0.457
C -0.700 2.356 4.102  -0.720
C -1.168 3.651 4.241  -1.018
C -1.721 4.319 3.156  -0.846
C -1.861 3.681 1.934  -1.220
C -1.416 2.371 1.784  0.409
P -1.754 1.392 0.275  1.986
C -3.426 0.726 0.566  1.003
C -4.247 0.450 -0.530  -0.328
C -5.496 -0.118 -0.332  -1.030
C -5.920 -0.443 0.948  -0.678
C -5.093 -0.203 2.036  -0.853
C -3.851 0.385 1.852  -0.583
C -1.885 2.609 -1.055  0.749
C -0.743 2.860 -1.817  -0.267
C -0.749 3.867 -2.767  -0.932
C -1.897 4.621 -2.966  -0.706
C -3.040 4.361 -2.223  -0.793
C -3.041 3.360 -1.264  -0.371
H 1.148 0.420 5.199  0.717
H 3.543 0.681 5.687  0.448
H 5.214 0.545 3.860  0.479
H 4.495 -0.010 1.564  0.610
H 1.553 -2.675 -1.474  0.142
H 2.466 -4.946 -1.873  0.515
H 4.035 -5.934 -0.232  0.436
H 4.626 -4.688 1.813  0.463
H 3.729 -2.442 2.209  0.423
H 1.787 2.047 0.185  0.507
H 2.931 3.685 -1.270  0.530
H 4.586 2.902 -2.939  0.443
H 5.059 0.491 -3.176  0.478
H 3.920 -1.151 -1.725  0.541
H -0.276 1.844 4.953  0.350
H -1.089 4.142 5.201  0.459
H -2.060 5.341 3.266  0.472
H -2.319 4.198 1.103  0.529
H -3.913 0.687 -1.533  0.606
H -6.137 -0.306 -1.183  0.469
H -6.895 -0.886 1.102  0.434
H -5.416 -0.461 3.036  0.500
H -3.236 0.587 2.718  0.328
H 0.146 2.261 -1.661  0.032
H 0.137 4.062 -3.357  0.523
H -1.903 5.409 -3.707  0.440
H -3.937 4.942 -2.392  0.476
H -3.936 3.173 -0.685  0.563
C -1.663 -1.313 -4.388  -1.261
Si -0.451 -1.960 -3.100  0.222
C -0.856 -3.718 -2.561  -1.002
C 1.295 -1.689 -3.771  -0.926
C -0.818 -0.741 -1.627  0.893
H -1.618 -1.925 -5.292  0.394
H -1.402 -0.291 -4.672  0.345
H -2.697 -1.312 -4.038  0.353
H -0.933 -4.358 -3.444  0.479
H -1.815 -3.756 -2.040  0.312
H -0.100 -4.160 -1.910  0.219
H 1.244 -1.582 -4.856  0.554
H 1.984 -2.510 -3.566  0.346
H 1.732 -0.771 -3.373  0.145
H -1.912 -0.861 -1.525  0.291
H -0.648 0.224 -2.118  0.210
C -0.997 -3.649 1.197  -0.581
O -1.513 -2.304 1.076  -0.264
H -1.821 -4.360 1.211  0.308
H -0.406 -3.756 2.108  0.325
H -0.367 -3.838 0.332  0.034
H -2.020 -2.107 1.877  0.177